Entry 1:
8
Properties=species:S:1:pos:R:3:forces:R:3:mulliken_charge:R:1 method="wB97M-V/def2-TZVPD" spin_multiplicity=1 e_lumo_ev=0.14 homo_lumo_gap_ev=8.77 relative_energy_kj_mol=69.36
C 0.52441 1.28870 0.23003 1.038 0.692 -0.053 -0.21
C 0.05672 -0.99291 -0.38434 -1.150 1.065 -1.932 -0.70
P 1.54124 -0.06669 -0.04504 0.345 1.989 0.336 -0.12
P -1.06898 0.54409 -0.30163 1.245 -0.293 -1.194 -0.05
H 0.78375 2.40172 0.46152 -0.513 -2.333 -0.306 0.30
H -0.03052 -1.69014 -1.20602 0.344 0.453 -0.987 0.41
H -0.21854 -1.64320 0.34712 -0.639 -1.600 2.871 0.35
H -1.58808 0.15841 0.89836 -0.670 0.027 1.263 0.02

Entry 2:
8
Properties=species:S:1:pos:R:3:forces:R:3:mulliken_charge:R:1 method="wB97M-V/def2-TZVPD" spin_multiplicity=1 e_lumo_ev="-0.85 / -1.10" homo_lumo_gap_ev="7.29 / 7.50" relative_energy_kj_mol=378.17
C -1.51014 0.44651 -0.40872 -1.009 1.007 3.485 -0.36
C -0.57031 1.11152 0.22136 0.791 0.009 0.045 -0.44
P 2.37004 -1.04812 0.23070 0.394 -0.263 -0.313 -0.07
P 2.40165 0.91619 -0.16432 -0.221 -0.583 -0.124 0.03
H -2.34754 0.22643 0.36757 0.869 0.022 -1.760 0.19
H -1.67394 0.36778 -1.44334 0.087 -0.637 -1.086 0.30
H -0.45672 1.50518 1.24049 -0.056 -0.543 -0.553 0.29
H 3.68996 -1.63310 -0.19057 -0.856 0.987 0.306 0.07

Entry 3:
9
Properties=species:S:1:pos:R:3:forces:R:3:mulliken_charge:R:1 method="wB97M-V/def2-TZVPD" spin_multiplicity=1 e_lumo_ev=-0.95 smiles="P#P=S.C=C" homo_lumo_gap_ev=8.11 relative_energy_kj_mol=223.69
P -0.23875 0.00359 2.21164 1.151 2.956 0.489 -0.07
P 0.57241 1.80048 2.31846 -0.385 -1.214 -0.204 0.42
S 1.46932 3.53761 2.31199 -0.839 -1.560 0.025 -0.30
C 0.18942 -1.33394 -0.87366 -0.725 0.541 -0.541 -0.18
C -0.68457 -0.49251 -1.43492 -1.663 1.062 0.734 -0.34
H 0.17050 -1.37605 0.22906 0.629 -0.241 -0.918 -0.10
H 0.85496 -1.95133 -1.49253 -0.350 0.095 0.588 0.22
H -0.98659 -0.37787 -2.50353 0.950 -0.297 0.835 0.23
H -1.34670 0.19001 -0.76651 1.232 -1.342 -1.007 0.11

Entry 4:
10
Properties=species:S:1:pos:R:3:forces:R:3:mulliken_charge:R:1 method="wB97M-V/def2-TZVPD" spin_multiplicity=1 e_lumo_ev=-0.05 homo_lumo_gap_ev=8.38 relative_energy_kj_mol=222.21
C 0.46282 -1.30882 0.19957 -1.907 2.037 -0.647 -0.83
C -0.18233 1.02527 -0.18827 -0.724 -1.621 0.879 0.27
P 1.47067 0.20800 0.06247 -0.028 0.286 -1.542 -0.06
P -1.23988 -0.46327 0.56794 2.526 1.250 0.373 0.03
S -0.56426 1.75049 -1.74358 -0.352 0.287 -0.717 -0.18
S -0.63878 2.68741 0.10021 0.114 0.787 0.118 -0.18
H 0.51767 -1.89572 -0.64555 -0.252 -0.792 -2.545 0.39
H 0.82073 -1.98439 0.86018 0.824 -1.811 2.991 0.48
H 1.34306 0.50190 1.35913 0.275 0.333 2.168 0.02
H -1.98970 -0.52087 -0.57208 -0.478 -0.755 -1.078 0.04

Entry 5:
10
Properties=species:S:1:pos:R:3:forces:R:3:mulliken_charge:R:1 method="wB97M-V/def2-TZVPD" spin_multiplicity=1 e_lumo_ev=0.22 homo_lumo_gap_ev=8.62 relative_energy_kj_mol=22.69
C 0.93586 0.89659 0.17138 -0.021 -3.634 -1.928 -0.80
C -1.22621 -0.18488 0.37977 -2.243 1.088 0.374 -0.63
P -0.48294 0.66133 -1.08246 1.353 -1.547 0.378 0.15
P 0.47360 -0.66281 1.15688 -1.099 0.984 0.094 0.15
S 0.38373 -1.11443 -1.86755 -0.111 -0.057 -1.506 -0.17
S 1.24354 -2.08026 -0.21405 -0.776 0.931 0.414 -0.14
H 1.93976 0.71618 -0.22249 -0.116 0.892 0.010 0.34
H 0.67283 1.78737 0.57915 0.024 2.658 1.903 0.45
H -1.74368 0.73188 0.85143 1.414 -0.989 0.343 0.30
H -2.19650 -0.75097 0.24792 1.574 -0.325 -0.082 0.36

Entry 6:
10
Properties=species:S:1:pos:R:3:forces:R:3:mulliken_charge:R:1 method="wB97M-V/def2-TZVPD" spin_multiplicity=1 e_lumo_ev=-0.16 smiles=CSSC1SS1 homo_lumo_gap_ev=8.41 relative_energy_kj_mol=86.55
C 0.17366 -0.70763 -1.01830 -0.649 -0.420 -1.050 -0.74
S -1.36470 0.32062 -1.17705 0.165 -0.925 -0.585 -0.05
S -2.12575 0.25135 0.63262 0.542 2.184 2.010 -0.09
C -1.09288 1.95958 1.65959 -1.890 -2.391 -1.200 -0.17
S -2.02298 2.87195 2.84734 -0.302 0.164 -0.318 -0.10
S -0.51876 1.51124 3.24369 0.679 -0.122 0.151 -0.09
H 0.26385 -1.71918 -1.56012 -0.254 2.097 -0.034 0.30
H 0.28053 -1.00141 -0.01306 -0.027 0.043 1.442 0.28
H 0.81961 0.13315 -1.21269 1.336 -0.795 -0.524 0.27
H -0.57095 2.41332 0.83267 0.401 0.163 0.107 0.39

Entry 7:
7
Properties=species:S:1:pos:R:3:forces:R:3:mulliken_charge:R:1 method="wB97M-V/def2-TZVPD" spin_multiplicity=1 e_lumo_ev=0.62 smiles=C#C[SiH3] homo_lumo_gap_ev=10.59 relative_energy_kj_mol=117.49
C -2.35631 -0.43212 0.86236 1.360 0.457 -1.193 0.24
C -1.23898 -0.15471 0.47142 2.813 0.166 -0.610 -0.88
Si 0.84000 0.17719 -0.26757 -3.247 -1.206 0.569 0.34
H -3.38371 -0.62191 0.77845 -0.791 -0.200 0.558 0.35
H 1.02815 -0.93667 -1.38240 -0.190 1.430 1.071 -0.02
H 1.73295 -0.24537 0.92437 -0.605 0.825 -0.997 -0.02
H 0.66450 1.64453 -0.79555 0.660 -1.472 0.602 -0.01

Entry 8:
7
Properties=species:S:1:pos:R:3:forces:R:3:mulliken_charge:R:1 method="wB97M-V/def2-TZVPD" spin_multiplicity=1 e_lumo_ev="-0.16 / -0.66" homo_lumo_gap_ev="7.66 / 7.30" relative_energy_kj_mol=235.39
C 1.44322 0.00006 0.27568 -0.556 0.224 1.095 -0.45
C 0.63321 0.31170 -0.68744 -0.326 -0.274 0.802 -0.26
Si -1.24096 -0.06473 -0.22109 0.388 1.988 -0.428 0.18
H 1.61325 -0.24530 1.37143 -0.504 0.202 -1.885 0.29
H 0.81506 0.62493 -1.69973 0.446 0.092 -0.105 0.37
H -1.22616 -1.39810 0.17301 -0.186 -1.884 0.804 -0.07
H -2.03762 0.77145 0.78814 0.737 -0.349 -0.284 -0.05

Entry 9:
84
Properties=species:S:1:pos:R:3:forces:R:3:mulliken_charge:R:1 method="wB97M-V/def2-TZVPD" charge=-1 spin_multiplicity=1 e_lumo_ev=1.25 homo_lumo_gap_ev=4.16
C 1.32992 -2.85697 1.43234 -0.004 0.397 -0.457 -0.44
P 1.08416 -1.03130 1.74850 1.407 0.090 1.578 0.10
C 2.44858 0.01538 0.96453 0.268 -0.485 0.028 -0.53
P -0.96637 -0.32550 1.19528 -2.370 -0.335 -0.638 0.99
H 1.99592 -3.27830 2.18035 0.078 0.058 -0.191 0.35
H 0.35962 -3.34430 1.56222 -0.097 0.229 -0.057 0.26
H 1.67377 -3.13267 0.42676 0.038 -0.011 0.095 -0.31
H 3.00408 0.51174 1.76785 -0.028 0.026 -0.153 0.44
H 3.19510 -0.59505 0.43532 -0.185 0.176 -0.185 0.39
H 2.07044 0.82760 0.32940 -0.182 -0.305 -0.160 -0.46
H -0.63799 1.06027 1.42218 0.744 -0.121 0.201 -0.40
H -1.34128 -0.51538 2.59045 0.324 0.252 0.013 -0.40
H -1.34553 -1.72456 0.97335 0.243 -0.269 -0.143 -0.14
H -0.64927 -0.23260 -0.25669 0.375 0.321 -0.139 -0.19
H -2.34527 0.07900 0.91104 -0.138 0.050 -0.139 -0.13
O 3.45708 -0.81133 4.24673 0.347 0.388 -0.220 -0.74
H 2.97838 -0.72163 3.39774 -0.408 -0.217 0.307 0.25
H 3.37404 -1.74465 4.45383 -0.125 -0.110 0.028 0.30
O 3.92433 -4.22206 2.86255 0.205 -0.091 0.013 -0.61
H 4.80978 -4.17046 2.48964 0.092 0.035 0.049 0.29
H 3.64673 -5.12682 2.68570 -0.066 -0.067 0.065 0.31
O -0.84025 3.06744 0.50479 0.117 0.687 -0.008 -0.53
H -0.69339 4.00860 0.30353 -0.236 -0.437 -0.135 0.22
H -0.79316 2.63391 -0.35505 0.015 -0.158 0.006 0.26
O -3.84936 2.23861 0.12127 -0.180 0.398 0.131 -0.67
H -3.62372 1.96880 -0.77026 0.272 -0.172 -0.070 0.29
H -2.99403 2.48046 0.51282 -0.050 -0.168 -0.037 0.34
O -1.93016 -1.52009 4.59271 -0.208 -0.174 0.368 -0.62
H -2.47890 -2.17474 5.03777 -0.039 0.010 0.038 0.26
H -1.23235 -1.32635 5.22960 0.200 -0.041 -0.147 0.31
O 0.96681 -5.76902 -0.29476 0.453 -0.021 -0.039 -0.57
H 0.80985 -5.14815 -1.01348 -0.146 -0.009 0.018 0.31
H 0.11125 -6.18966 -0.16581 -0.193 -0.110 0.128 0.29
O 2.14836 -3.06393 -2.29917 0.016 -0.113 0.007 -0.58
H 2.16003 -2.58735 -1.45868 -0.227 0.023 0.005 0.27
H 2.72859 -3.82308 -2.14913 0.115 -0.011 0.014 0.37
O -0.21769 -5.07311 -2.94142 0.066 0.245 -0.195 -0.58
H 0.50124 -4.44953 -3.12490 0.041 0.073 0.176 0.27
H -0.34123 -5.53889 -3.77187 -0.052 -0.155 -0.029 0.24
O -1.05942 5.26468 -1.25994 -0.181 0.054 0.430 -0.56
H -0.90581 6.19849 -1.40588 0.055 0.155 -0.180 0.26
H -0.96051 4.88416 -2.13094 0.260 -0.123 -0.199 0.26
O 1.36737 2.89277 -2.00166 0.011 0.151 -0.079 -0.62
H 1.92344 2.39284 -2.60294 0.030 -0.124 -0.043 0.29
H 1.63823 2.59689 -1.12520 -0.177 -0.016 0.112 0.30
O -0.88920 -2.12191 -2.56084 -0.153 0.070 -0.272 -0.57
H 0.02144 -2.04994 -2.85853 0.148 0.046 0.134 0.25
H -1.12323 -3.03556 -2.75088 -0.037 -0.100 0.104 0.33
O -0.94970 7.03456 -3.51113 0.044 0.168 0.174 -0.60
H -0.79639 7.97316 -3.64973 0.178 0.054 -0.143 0.29
H -0.85736 6.66006 -4.39232 -0.142 0.074 -0.146 0.26
O -1.99541 -6.38863 -0.05569 0.136 -0.052 -0.230 -0.63
H -2.13436 -5.73287 -0.74747 0.046 0.173 0.061 0.31
H -2.85798 -6.78775 0.07014 -0.087 -0.051 0.132 0.28
O -3.10210 8.65758 -1.93619 0.141 0.225 -0.050 -0.64
H -2.49538 8.20699 -2.53286 -0.186 -0.292 -0.033 0.35
H -2.88508 8.30656 -1.06888 -0.084 -0.075 0.096 0.32
O 3.94057 -5.19092 -0.12090 0.104 0.028 -0.105 -0.64
H 3.62557 -4.62360 0.59057 -0.184 0.146 0.037 0.33
H 3.14888 -5.67035 -0.39532 -0.191 -0.087 0.135 0.35
O -1.39677 8.00668 -6.35089 0.096 -0.030 0.006 -0.58
H -1.24958 8.94621 -6.48680 -0.027 0.110 0.041 0.30
H -1.30085 7.62497 -7.22732 -0.029 -0.104 -0.061 0.30
O -2.49202 2.30274 -2.73018 -0.014 0.212 0.028 -0.60
H -2.44646 3.26203 -2.76295 -0.113 0.127 0.149 0.30
H -1.81284 2.00820 -3.34286 0.029 -0.281 0.047 0.28
O -1.79630 0.97621 6.40202 -0.015 -0.028 0.215 -0.69
H -1.07869 1.58091 6.19052 0.127 0.003 -0.194 0.32
H -1.92708 0.49512 5.57780 -0.154 0.026 -0.191 0.36
O -5.27818 1.77577 -3.58061 -0.070 0.058 0.047 -0.67
H -5.83036 1.12182 -3.14724 -0.090 -0.062 0.048 0.31
H -4.59184 1.97395 -2.92986 0.156 -0.049 -0.233 0.36
O 4.31949 -4.40033 -3.42954 0.050 0.067 -0.149 -0.62
H 4.36538 -3.43889 -3.45104 -0.100 0.061 0.041 0.30
H 4.98993 -4.68653 -4.05297 0.080 -0.150 -0.013 0.27
O 3.47900 2.04817 5.19283 -0.225 -0.135 0.069 -0.69
H 4.38006 2.11002 4.87425 0.133 0.044 -0.089 0.30
H 3.23727 1.12670 5.00695 0.232 -0.255 0.067 0.35
O 0.60150 1.71112 4.42453 0.131 0.089 0.080 -0.55
H 0.81262 1.44580 3.51784 -0.355 -0.172 0.053 0.24
H 1.45984 1.93067 4.80452 -0.058 0.201 -0.044 0.32
O -3.94578 -2.31658 1.34184 -0.442 -0.206 0.236 -0.67
H -3.43637 -1.88748 2.03943 0.287 0.011 -0.097 0.31
H -4.21367 -1.57885 0.78931 0.157 0.165 -0.115 0.32

Entry 10:
22
Properties=species:S:1:pos:R:3:forces:R:3:lowdin_spin:R:1 method="wB97M-V/def2-TZVPD" charge=-2 spin_multiplicity=2 e_lumo_ev="4.16 / 3.08" homo_lumo_gap_ev="5.87 / 4.77" relative_energy_kj_mol=86.41
Na 0.49445 -1.08736 -0.05182 2.099 1.621 0.476 0.00
Se 3.91742 4.61038 0.10245 0.145 0.429 -0.051 0.85
Sb 3.34199 2.18960 -0.13448 -0.289 -1.711 -0.049 0.00
Se 1.71553 1.56289 1.65045 0.339 0.091 -0.223 -0.01
Se 2.23575 1.94144 -2.34966 0.262 0.297 0.339 0.08
Se 5.40773 0.82908 0.02540 -0.419 0.649 0.008 0.08
C -2.07233 1.61505 1.20605 0.034 -0.117 0.038 0.00
C -1.25628 1.22614 -0.00398 -0.115 0.252 -0.104 0.00
N -0.74072 2.24741 -0.70367 -0.236 -0.040 -0.278 0.00
O -1.11174 0.05263 -0.34317 -1.077 0.890 -0.063 0.00
H -2.79498 2.39009 0.94764 -0.005 0.009 0.013 0.00
H -1.39142 2.00572 1.96537 0.024 -0.012 -0.016 0.00
H -2.58443 0.73720 1.59177 -0.001 0.006 -0.003 0.00
H -0.63629 3.13580 -0.24544 0.017 -0.001 0.124 0.00
H 0.00048 2.03498 -1.37531 0.128 0.001 0.036 0.00
F 0.14458 -2.51248 -1.41720 -0.353 -0.647 -0.322 0.00
As -0.65898 -3.64016 -0.33310 -0.506 -1.769 -0.014 0.00
F -0.37009 -2.55658 1.02964 -0.330 -0.656 0.088 0.00
F 0.88591 -4.37373 -0.02843 -0.080 0.145 -0.040 0.00
F -1.40148 -4.78603 0.75193 0.091 0.213 -0.087 0.00
F -0.93276 -4.71571 -1.67351 0.115 0.154 0.131 0.00
F -2.19235 -2.90636 -0.61093 0.158 0.196 -0.002 0.00

| no. | molar mass (g/mol) |
| --- | --- |
| 1 | 90.00 |
| 2 | 90.00 |
| 3 | 122.07 |
| 4 | 154.14 |
| 5 | 154.14 |
| 6 | 156.32 |
| 7 | 56.14 |
| 8 | 56.14 |
| 9 | 511.40 |
| 10 | 708.57 |